Entry from OMol25: C22H41HfN3O11P3S4Sb as an isolated structure (ωB97M-V with the def2-TZVPD basis set).

Output
Kohn-Sham gap (alpha / beta) = 5.23 / 7.86 eV
Charge = -1
HOMO (alpha / beta) = -2.794 / -5.433 eV
ΔE to the lowest compared entry with this formula, charge and spin = 0.529 eV
Spin multiplicity = 2
Electronic energy = -4760.50450 Ha

The geometry in XYZ format:
```
86
Properties=species:S:1:pos:R:3:forces:R:3
Hf -1.1554 -0.5074 -1.5301 0.3 0.4 0.4
Sb 0.6050 -0.7441 2.5829 0.0 -0.1 -0.1
S -0.0505 1.7813 -0.8146 0.1 0.1 0.0
S -2.7649 0.5418 0.4631 0.1 0.1 0.0
S -3.6044 1.4121 -4.6108 -0.2 0.0 0.0
S -0.6286 -0.6522 -4.4750 0.2 -0.1 -0.4
P -1.6567 2.1698 0.2927 0.1 0.1 0.0
P -1.4766 -3.6011 -0.7954 -0.4 -0.1 0.3
P 1.3284 -2.7422 -1.0664 0.1 0.0 0.0
O 0.7594 -1.3250 -1.1262 0.1 0.0 -0.1
O -1.6136 -2.1277 -0.3417 -0.3 0.1 -0.5
O 2.3523 -3.1557 -2.0371 0.0 0.0 0.1
O -1.9959 -4.6290 0.1038 0.1 0.1 0.0
O 1.8549 -2.8873 0.4459 0.0 0.1 0.0
O 0.0947 -3.7904 -1.1071 0.1 0.2 -0.2
O -2.1682 -3.6432 -2.2286 -0.1 -0.5 -0.1
O -1.1517 2.7758 1.6805 0.0 -0.1 0.0
O -0.5710 -1.7081 -3.4041 -0.1 0.0 0.2
O -1.4250 -1.0378 -5.6063 -0.1 0.1 0.0
O -2.4785 3.4378 -0.2131 -0.1 0.0 -0.1
N 4.8908 0.3947 -6.3799 0.0 0.0 0.0
N -2.9601 -0.2120 -2.6512 0.0 -0.2 -0.4
N -1.0218 0.7032 -3.7192 0.1 -0.5 0.3
C -4.8031 0.3391 -3.9034 0.0 0.0 0.0
C -2.4147 0.7951 -3.4727 -0.1 0.0 0.3
C 1.0974 -2.6181 3.6044 0.0 -0.1 0.0
C 0.0264 -3.6418 3.2254 0.0 0.0 0.0
C -0.2517 0.4367 4.2032 0.0 0.1 0.0
C -4.2780 -0.4211 -2.9184 0.0 0.1 0.0
C 3.5198 -0.1871 3.6523 0.1 -0.1 0.0
C 0.6382 0.8876 5.3569 0.0 0.0 0.0
C -2.1388 3.1377 2.6669 -0.2 -0.1 0.0
C 2.5029 0.7982 -6.4785 0.0 0.0 0.0
C 2.5440 0.2520 2.5708 0.0 0.0 0.0
C 2.1027 -1.0512 -4.4385 0.0 -0.2 0.1
C -1.5561 -0.1971 4.6778 0.0 0.1 0.1
C -1.4786 4.0127 3.7022 0.1 0.0 0.0
C 3.6016 0.1474 -5.9053 0.0 0.0 0.0
C 1.2267 0.5319 -6.0284 0.0 0.1 -0.1
C 1.0297 -0.3896 -5.0084 -0.1 0.0 0.1
C -3.2584 3.4205 -1.4348 0.1 0.0 0.0
C -2.4985 4.1313 -2.5289 0.0 0.0 0.0
C 3.3843 -0.7831 -4.8910 0.0 0.0 0.0
C 1.2821 -2.5830 5.1156 0.0 0.0 0.1
C 3.1805 0.1364 1.1878 0.0 0.0 0.0
H 3.4606 -0.8973 0.9735 0.0 0.0 0.0
H -4.1879 3.9374 -1.1963 0.0 0.0 0.0
H 1.9646 -1.7796 -3.6445 0.0 0.1 -0.1
H -1.0824 4.9186 3.2424 0.0 0.0 0.0
H 3.1341 -0.0209 4.6580 0.0 0.0 0.0
H 2.5026 0.4552 0.3955 0.0 0.0 0.0
H -2.2148 -0.4342 3.8388 0.0 0.0 0.0
H -5.8210 0.3065 -4.2542 0.0 0.0 0.0
H -1.5857 3.5909 -2.7794 0.0 0.0 0.0
H 4.0897 0.7460 1.1294 0.0 0.0 0.0
H -3.1186 4.1818 -3.4242 0.0 0.0 0.0
H 4.4677 0.3574 3.5631 0.0 0.0 0.0
H -0.0958 -3.7369 2.1471 0.0 0.0 0.0
H -0.6574 3.4791 4.1793 0.0 0.0 0.0
H -2.9618 3.6555 2.1718 0.0 0.0 0.0
H 2.0638 -1.8945 5.4284 0.1 0.1 0.0
H 0.0995 1.5964 5.9998 0.0 0.0 0.0
H 0.2751 -4.6310 3.6271 0.0 0.0 0.0
H 5.0193 1.3037 -6.7945 0.0 0.0 0.0
H 5.6254 0.1718 -5.7276 0.0 0.0 0.0
H -2.1005 0.4782 5.3499 0.0 0.0 0.0
H -1.5946 -3.5081 -2.9917 0.1 0.3 0.0
H 3.7539 -1.2517 3.5622 0.0 0.0 0.0
H 2.0407 -2.9317 3.1470 0.0 0.1 0.0
H 0.3570 -2.2917 5.6190 0.0 0.0 0.0
H 1.5486 -3.5774 5.4943 0.0 0.0 0.0
H 2.5205 -3.5810 0.4925 0.1 -0.1 0.0
H 0.3760 1.0417 -6.4637 0.0 0.0 0.0
H -2.2414 5.1441 -2.2133 0.0 0.0 0.0
H 2.6599 1.5133 -7.2776 0.0 0.0 0.0
H -4.8298 -1.1494 -2.3415 0.0 0.0 0.0
H 0.9499 0.0575 5.9906 0.0 0.0 0.0
H 1.5388 1.3937 5.0001 -0.1 0.0 0.0
H -2.2002 4.2959 4.4696 0.0 0.0 0.0
H -3.4949 2.3914 -1.7076 0.0 0.0 0.0
H -0.5066 1.3379 3.6394 0.0 0.0 -0.1
H -1.3780 -1.1221 5.2310 0.0 0.0 0.0
H -2.5309 2.2169 3.1129 0.0 0.1 0.0
H 2.2634 1.2981 2.7426 0.0 0.0 0.0
H -0.9504 -3.3656 3.6332 0.0 0.0 0.0
H 4.2205 -1.3038 -4.4392 0.0 0.0 0.0
```
Positions in Å, forces in eV/Å.

***

Entry from OMol25: C22H41N3OPbSi3 as an isolated structure (ωB97M-V with the def2-TZVPD basis set).

Output
Kohn-Sham gap = 7.85 eV
HOMO = -8.400 eV
Electronic energy = -2163.84836 Ha

The geometry in XYZ format:
```
71
Properties=species:S:1:pos:R:3:forces:R:3
Pb -0.8431 -0.0797 0.2606 -0.1 -0.1 -0.2
Si 1.2816 -2.1455 -0.9174 0.1 0.0 -0.1
Si 0.6650 -2.3514 2.1361 0.1 0.0 0.1
Si 2.6781 -0.1907 1.0191 0.0 0.1 0.0
O 0.3824 -1.1338 -1.9470 0.0 0.0 0.1
N 0.7348 4.1646 5.2379 0.1 0.0 0.0
N -0.0116 3.6678 2.9383 0.0 0.6 -0.2
N -0.4129 1.6989 1.5876 0.2 0.1 0.2
C 1.7929 -3.8508 2.3173 0.0 0.0 0.0
C 0.6307 -1.4445 3.7766 0.0 0.0 0.0
C 0.5543 4.0348 -0.7612 0.0 0.0 0.0
C 0.3999 3.8896 4.1671 0.0 -0.2 0.1
C -4.3877 -0.0920 -1.7226 0.0 0.0 0.0
C 2.6671 0.8221 2.5907 0.0 0.1 0.1
C -0.7124 3.3353 -1.1693 0.0 0.0 0.0
C 2.8374 1.0458 -0.3881 0.0 0.0 -0.1
C -3.1169 2.0473 -1.9438 0.0 0.0 0.0
C -3.1233 3.1116 -1.0498 0.0 0.0 0.0
C 4.2473 -1.2124 1.1874 0.0 0.0 0.0
C 0.4811 -3.8420 -1.0361 -0.1 0.0 0.1
C -1.9449 3.7474 -0.6787 0.0 0.0 0.0
C -5.6636 2.0422 -2.0478 0.0 0.0 0.0
C -0.6980 2.2471 -2.0449 0.1 0.1 0.0
C 2.9437 -2.3732 -1.7429 0.1 0.0 0.0
C -1.1342 -2.9097 1.9376 0.0 0.0 0.0
C -0.1881 2.6130 2.2950 -0.3 -0.3 0.0
C -4.3698 1.3006 -2.3611 0.0 0.0 0.0
C -1.8823 1.6373 -2.4396 0.0 -0.1 0.1
C 0.2651 -1.4387 -3.3271 0.0 0.0 0.0
C 1.1648 -1.2566 0.7008 -0.1 -0.1 0.0
H 4.2700 -1.6921 2.1694 0.0 0.0 0.0
H 1.0382 3.5182 0.0690 0.0 0.0 0.0
H 0.2468 1.8931 -2.4457 0.0 0.0 0.0
H -5.2734 -0.6504 -2.0306 0.0 0.0 0.0
H 2.3665 -4.0532 1.4107 0.0 0.0 0.0
H 1.2656 4.0779 -1.5864 0.0 0.0 0.0
H 2.9885 0.5831 -1.3645 0.0 0.0 0.0
H 1.2092 -1.2633 -3.8465 0.0 0.0 0.0
H -0.4944 -0.7982 -3.7693 0.0 0.0 0.0
H -1.8267 -2.1146 2.2405 0.0 0.0 0.0
H 0.5825 -4.4280 -0.1226 0.0 0.0 0.0
H 3.6660 1.7346 -0.2092 0.0 0.0 0.0
H -1.3357 -3.7478 2.6094 0.0 0.0 0.0
H -1.9862 4.5833 0.0096 0.0 0.0 0.0
H -1.4062 -3.2224 0.9311 0.0 -0.1 -0.1
H 5.1197 -0.5563 1.1275 0.0 0.0 0.0
H 0.9520 -4.4117 -1.8402 0.0 0.0 0.0
H 1.2243 -4.7511 2.5610 0.0 0.0 0.0
H 4.3649 -1.9892 0.4377 0.0 -0.1 -0.1
H -5.6563 3.0578 -2.4449 0.0 0.0 0.0
H -0.0328 -2.4798 -3.4810 0.0 0.0 0.0
H -6.5114 1.5148 -2.4858 0.0 0.0 0.0
H 2.5095 -3.6864 3.1247 0.0 0.0 0.0
H 2.7693 -2.6927 -2.7740 0.0 0.0 0.0
H -4.4020 -0.0066 -0.6332 0.0 0.0 0.0
H -4.3132 1.1697 -3.4474 0.0 0.0 0.0
H 1.9226 1.6439 -0.4483 0.0 0.0 0.0
H -0.5852 -3.7686 -1.2634 0.0 0.0 0.0
H 3.5395 1.4810 2.5611 0.0 0.0 0.0
H 2.7573 0.2116 3.4880 0.0 0.0 0.0
H 0.3479 5.0518 -0.4305 0.0 0.0 0.0
H 3.5672 -1.4817 -1.7633 0.0 0.0 0.0
H -5.8357 2.0996 -0.9706 0.0 0.0 0.0
H 1.6147 -1.3713 4.2380 0.0 0.0 0.0
H -3.5069 -0.6741 -2.0008 0.0 0.0 0.0
H 3.5095 -3.1733 -1.2621 0.0 0.0 0.0
H -4.0584 3.4688 -0.6387 0.0 0.0 0.0
H 1.7844 1.4482 2.6960 0.1 -0.1 0.0
H -1.8487 0.8121 -3.1404 0.0 0.0 -0.1
H -0.0160 -1.9918 4.4676 0.0 0.0 0.0
H 0.2355 -0.4296 3.6833 0.0 0.0 0.0
```
Positions in Å, forces in eV/Å.

***

Entry from OMol25: a 7-piece molecular cluster, C22H42BF4NO5 overall in a non-equilibrium geometry (ωB97M-V with the def2-TZVPD basis set).

Output
Kohn-Sham gap (alpha / beta) = 8.21 / 7.68 eV
Charge = -1
HOMO (alpha / beta) = -5.984 / -5.978 eV
Spin multiplicity = 2
Electronic energy = -1718.76990 Ha

The geometry in XYZ format:
```
75
Properties=species:S:1:pos:R:3:forces:R:3
F -14.0671 19.2568 31.2560 1.2 1.0 0.5
F -14.7171 17.5488 29.9708 0.6 -0.9 -1.0
F -14.8692 17.3386 32.2035 0.6 -1.4 1.9
F -16.2254 18.7019 31.1087 -2.0 0.9 0.2
O -14.6592 19.2435 27.0135 -0.5 0.0 0.3
O -16.0751 15.3899 27.2361 1.3 -0.7 -0.6
O -12.9896 11.8959 23.1532 -0.3 -0.2 1.9
O -16.5440 10.7917 28.5812 -1.3 -0.9 -0.3
O -8.8900 16.9248 30.4025 0.7 -0.8 3.0
N -19.2880 15.2648 24.7083 1.5 -0.4 -0.9
C -14.6537 20.2569 25.9939 0.6 -0.8 0.4
C -15.1728 10.9617 28.6961 1.6 -0.4 3.0
C -13.7290 13.0777 22.8958 -0.6 -0.1 -0.9
C -7.6606 16.6837 29.6834 -2.6 1.3 -0.6
C -9.6683 15.9244 28.4263 1.7 0.9 -0.9
C -14.8489 14.7387 26.9159 -1.3 1.4 1.0
C -12.0558 11.5782 22.1590 -1.2 0.6 -1.4
C -17.9508 15.0666 24.3338 -0.8 -0.3 -0.3
C -20.0024 14.2129 24.2733 0.7 -2.4 -1.2
C -8.1425 15.6133 28.7880 -1.0 -2.1 -2.1
C -13.7143 15.0471 27.8916 0.7 -0.7 -0.1
C -13.3344 21.0792 26.2281 -2.1 0.0 -1.0
C -14.7105 10.0485 29.9208 0.2 0.0 -0.6
C -12.5834 20.2377 27.1958 1.6 -1.4 0.3
C -15.9131 9.1395 30.1280 1.0 -0.5 0.8
C -17.0464 9.9667 29.6543 -0.6 0.2 -0.6
C -12.0489 12.8535 21.3100 2.8 0.4 -0.9
C -10.0463 16.7919 29.5932 -0.1 1.0 0.0
C -13.3540 13.5137 21.5306 -0.6 0.1 -2.2
C -19.1141 13.2456 23.6272 -3.4 1.9 1.9
C -13.3057 18.8396 27.3054 -0.7 2.4 -0.4
C -17.8718 13.8361 23.6641 1.4 1.6 0.6
B -14.9593 18.2098 31.1829 -0.1 0.3 -1.6
H -10.9358 16.4026 30.0884 0.4 -0.1 0.8
H -10.2506 17.8430 29.3891 -0.6 -0.1 -0.9
H -14.9744 11.9469 29.1179 0.2 0.5 -0.9
H -11.1250 11.1842 22.5670 0.1 0.5 0.1
H -13.4935 13.9080 23.5616 -0.4 -0.5 0.7
H -10.3708 15.1397 28.1455 0.4 -0.5 0.7
H -15.8119 8.2009 29.5831 0.0 0.1 -0.3
H -14.7184 19.7711 25.0203 0.6 -0.2 -0.4
H -7.6169 15.4807 27.8424 0.4 0.1 0.0
H -14.4854 10.6428 30.8063 -0.3 0.2 0.0
H -19.4491 12.2380 23.4298 0.2 0.2 -0.5
H -14.5493 10.7149 27.8367 -0.6 0.2 -0.4
H -9.6407 16.5077 27.5059 0.1 0.3 -0.1
H -13.4998 14.5592 21.2591 0.8 0.4 0.7
H -13.2097 16.0131 27.8716 -0.7 0.3 -0.5
H -11.5600 20.0360 26.8796 0.2 0.2 -0.1
H -11.2174 13.4946 21.6027 0.1 0.1 0.2
H -15.0963 13.6779 26.9551 -0.2 -0.3 0.3
H -13.1556 18.3629 28.2741 -0.8 0.3 0.2
H -21.0744 14.1808 24.4002 0.1 -0.1 0.1
H -6.7739 16.4364 30.2671 -0.5 0.0 0.5
H -17.1824 15.7989 24.5329 -0.2 -0.1 0.1
H -13.0502 18.1067 26.5401 0.7 0.2 -0.4
H -12.8236 21.2847 25.2873 0.0 0.1 0.0
H -16.0657 8.8640 31.1715 0.1 0.0 0.1
H -15.5837 20.8251 26.0129 0.1 0.1 0.7
H -12.4824 10.7924 21.5355 0.0 -0.4 -0.1
H -17.4707 10.5729 30.4547 0.2 0.4 0.0
H -7.5729 17.6605 29.2076 1.1 -0.1 -0.7
H -14.7724 12.8165 22.7191 -0.3 0.1 1.5
H -11.8878 12.6765 20.2466 0.1 -0.3 0.0
H -12.9570 14.3387 27.5560 0.4 -0.2 0.3
H -16.9451 13.4780 23.2405 -0.1 -0.2 0.2
H -8.0982 14.6485 29.2932 0.1 0.0 0.2
H -13.9146 14.8729 28.9488 -0.4 -0.2 -0.2
H -14.0024 13.1194 20.7482 -0.5 -0.7 0.3
H -19.7012 16.0549 25.1829 0.5 -0.1 -0.1
H -12.5146 20.8642 28.0851 -0.1 -1.0 0.6
H -13.6330 22.0075 26.7151 0.2 0.2 -0.3
H -13.7822 9.5078 29.7366 -0.1 -0.1 -0.3
H -14.5434 14.8837 25.8797 0.0 0.4 -0.3
H -17.8434 9.2939 29.3379 -0.2 0.4 -0.6
```
Positions in Å, forces in eV/Å.

***

Q: The lowest electronic energy belongs to which entry?
A: C22H41HfN3O11P3S4Sb

***

Q: electronic energy of number 3 (C22H42BF4NO5)?
A: -1718.76990 Ha